# 1
Molecular formula: C23H34F3IMnN3O2Si2Te
Method: DFT, ωB97M-V/def2-TZVPD

Summary:
- highest occupied orbital energy (alpha / beta) (eV) = -4.04 / -4.67
- largest force on an atom (eV/A) = 1.9
- expectation value of S² = 8.98
- E_LUMO (alpha / beta) (Eh) = 0.067 / 0.055
- relative energy (zero: lowest compared OMol25 entry of this formula, charge and spin) (kcal per mole) = 52.18

ORCA input file:
```
! wB97M-V def2-TZVPD RIJCOSX def2/J DEFGRID3
* xyz -1 6
Mn -0.558 -0.712 -0.201
O 2.461 -0.195 3.221
C 2.206 -1.373 3.817
C 2.882 -1.684 4.996
C 2.662 -2.884 5.639
C 1.755 -3.798 5.119
C 1.075 -3.498 3.958
C 1.287 -2.294 3.285
C 0.517 -1.983 2.076
O 0.741 -0.893 1.401
N -0.420 -2.837 1.746
N -1.117 -2.537 0.637
C -2.317 -3.083 0.551
C -3.231 -2.878 -0.494
C -4.545 -3.370 -0.393
C -5.515 -3.031 -1.297
C -5.179 -2.132 -2.331
C -3.896 -1.694 -2.439
N -2.905 -2.098 -1.606
H 1.897 -0.167 2.407
H 3.586 -0.963 5.384
H 3.203 -3.116 6.547
H 1.576 -4.735 5.627
H 0.365 -4.191 3.535
H -2.652 -3.665 1.407
H -4.777 -4.008 0.446
H -6.522 -3.404 -1.200
H -5.924 -1.800 -3.034
H -3.595 -1.018 -3.228
C -1.772 4.980 -0.824
Si -1.234 3.479 -1.869
C -2.736 2.366 -2.257
C -0.530 4.112 -3.538
C 0.145 2.535 -0.991
Te 0.577 0.684 -2.115
C 2.669 1.227 -2.089
Si 3.583 0.979 -0.435
C 3.668 -0.866 0.030
C 2.842 2.033 0.971
C 5.339 1.655 -0.789
H -2.550 5.548 -1.323
H -0.935 5.648 -0.647
H -2.154 4.663 0.140
H -3.409 2.833 -2.973
H -3.314 2.154 -1.365
H -2.419 1.408 -2.667
H -1.301 4.595 -4.132
H -0.117 3.296 -4.126
H 0.264 4.838 -3.384
H -0.139 2.288 0.033
H 1.047 3.144 -0.939
H 2.661 2.287 -2.339
H 3.190 0.706 -2.890
H 2.679 -1.324 0.010
H 4.069 -1.000 1.032
H 4.293 -1.425 -0.662
H 1.813 1.762 1.187
H 2.856 3.093 0.728
H 3.404 1.897 1.890
H 5.814 1.120 -1.604
H 5.981 1.569 0.079
H 5.306 2.705 -1.064
I 1.543 -1.624 -3.674
C -1.572 -1.706 -1.840
H -0.935 -2.606 -1.916
H -1.538 -1.187 -2.812
F -3.518 0.035 0.288
C -2.222 0.461 0.569
F -2.414 1.794 0.898
F -1.993 -0.116 1.832
*
```

Here are the Löwdin charges for atoms 1 to 4, given in e: Mn 0.591; O 0.044; C -0.259; C -0.021


# 2
Molecular formula: C35H26FI2N8O3S2SeZr
Method: DFT, ωB97M-V/def2-TZVPD

Summary:
- highest occupied orbital energy (eV) = -9.46
- largest force on an atom (eV/A) = 4.6
- E_LUMO (Eh) = -0.138
- relative energy (zero: lowest compared OMol25 entry of this formula, charge and spin) (kcal per mole) = 6.87

ORCA input file:
```
! wB97M-V def2-TZVPD RIJCOSX def2/J DEFGRID3
* xyz 1 1
Zr 15.444 -10.496 -5.675
I 21.271 -15.099 -3.100
C 19.792 -13.833 -3.865
C 20.339 -12.756 -4.481
C 19.479 -11.933 -5.191
I 20.376 -10.368 -6.229
C 18.094 -12.226 -5.231
O 17.260 -11.363 -5.899
C 17.578 -13.332 -4.519
C 16.068 -13.462 -4.338
N 15.402 -12.228 -3.935
C 15.717 -11.742 -2.547
C 16.693 -10.604 -2.550
C 17.271 -10.408 -1.291
C 18.285 -9.533 -1.108
C 18.657 -8.760 -2.222
C 17.955 -8.906 -3.398
N 16.952 -9.780 -3.549
C 18.434 -14.110 -3.802
H 21.358 -12.427 -4.349
H 16.056 -14.207 -3.539
H 15.576 -13.855 -5.198
H 14.401 -12.412 -4.051
H 16.262 -12.563 -2.015
H 14.714 -11.468 -1.933
H 16.939 -11.212 -0.565
H 18.783 -9.475 -0.130
H 19.534 -8.229 -2.284
H 18.287 -8.335 -4.290
H 18.066 -14.989 -3.302
O 14.284 -8.392 -1.602
C 12.904 -8.403 -1.653
C 12.213 -7.841 -0.608
C 10.817 -7.876 -0.682
C 10.154 -8.225 -1.854
C 10.875 -8.784 -2.951
C 12.212 -8.930 -2.855
C 12.925 -9.364 -4.112
O 14.032 -9.971 -4.082
N 12.270 -9.241 -5.291
N 12.996 -9.674 -6.342
C 12.363 -9.232 -7.489
S 12.419 -10.104 -8.935
C 11.492 -8.929 -9.927
C 11.199 -7.611 -9.175
S 11.387 -7.791 -7.384
H 14.618 -8.669 -0.723
H 12.731 -7.482 0.241
H 10.227 -7.444 0.175
H 9.116 -8.084 -1.977
H 10.289 -9.173 -3.758
H 10.444 -9.334 -10.226
H 12.219 -8.604 -10.775
H 10.148 -7.406 -9.307
H 11.797 -6.801 -9.531
Se 15.002 -4.742 -11.143
N 15.014 -4.784 -9.310
C 15.299 -5.988 -8.890
C 15.386 -6.355 -7.525
C 15.249 -5.463 -6.440
C 15.350 -6.062 -5.138
C 15.581 -7.429 -4.991
N 15.672 -8.252 -6.037
C 15.649 -7.772 -7.327
C 15.768 -8.730 -8.432
N 15.766 -10.027 -8.021
C 15.820 -11.026 -8.940
C 15.809 -10.717 -10.286
C 15.799 -9.396 -10.684
C 15.695 -8.394 -9.714
C 15.528 -7.011 -10.020
N 15.360 -6.540 -11.240
H 15.016 -4.410 -6.588
H 15.423 -5.407 -4.271
H 15.618 -7.992 -4.080
H 15.825 -12.034 -8.521
H 15.834 -11.507 -11.095
H 15.755 -9.077 -11.750
F 14.400 -12.036 -6.360
*
```

Here are the Löwdin charges for atoms 1 to 4, given in e: Zr 1.879; I 0.894; C -0.726; C -0.289


# 3
Molecular formula: C3H5N2O
Method: DFT, ωB97M-V/def2-TZVPD

Summary:
- highest occupied orbital energy (alpha / beta) (eV) = -13.78 / -13.78
- largest force on an atom (eV/A) = 4.9
- E_LUMO (alpha / beta) (Eh) = -0.193 / -0.193
- relative energy (zero: lowest compared OMol25 entry of this formula, charge and spin) (kcal per mole) = 134.36

ORCA input file:
```
! wB97M-V def2-TZVPD RIJCOSX def2/J DEFGRID3
* xyz 1 1
C -1.208 -0.731 -0.734
C 1.087 -0.578 0.131
C -0.525 1.146 0.268
N -0.154 -1.323 -0.222
N -1.260 0.657 -0.745
O 0.549 0.594 0.727
H 1.701 -1.275 0.846
H 1.575 -0.207 -0.714
H -0.926 2.597 0.991
H -0.005 -2.286 0.020
H -2.120 1.032 -1.134
*
```

Here are the Löwdin charges for atoms 1 to 4, given in e: C -0.010; C -0.057; C -0.083; N 0.054


> largest force on an atom of number 3 (C3H5N2O)?

4.9 eV/A